(1)
The following is a quantum chemistry calculation of 4 unconnected molecules or ions with the total composition C3H12N2O, from the Open Molecules 2025 dataset.

- HOMO-LUMO gap: 8.304 eV
- HOMO energy: -7.665 eV
- E_LUMO: 0.64 eV

Last column: natural (NBO) charge in e.
Cartesian coordinates (Å):
C 0.5963 -0.7865 -0.9441  0.6093
C 1.3878 0.4248 -1.3386  -0.6907
N 0.6105 -1.1469 0.3277  -0.7820
N 0.3026 -1.6712 -1.9282  -0.7773
H -0.9068 0.8816 0.1243  0.2186
H 0.2678 -0.2666 1.0169  0.4788
H 0.1770 -2.0363 0.5439  0.3681
H 0.2639 -1.3275 -2.8733  0.4044
H -0.2856 -2.4604 -1.7182  0.3969
H 2.4181 0.1171 -1.5427  0.2364
H 0.9639 0.8853 -2.2295  0.2287
H 1.3740 1.1516 -0.5308  0.2740
C -1.2196 1.1375 2.3890  -0.2335
O -0.2884 1.0030 1.3503  -0.8826
H -1.1736 0.5522 -0.7177  -0.3013
H -0.8544 1.8188 3.1687  0.1600
H -1.4595 0.1818 2.8800  0.1389
H -2.1738 1.5420 2.0223  0.1532

(2)
The following is a quantum chemistry calculation of 2 unconnected molecules or ions with the total composition C3H12N2O, from the Open Molecules 2025 dataset.

- HOMO-LUMO gap: 9.551 eV
- HOMO energy: -8.724 eV
- E_LUMO: 0.83 eV
- Structure (SMILES): CNCCN.O

Last column: natural (NBO) charge in e.
Cartesian coordinates (Å):
N -0.4759 -1.6795 -0.7932  -0.8466
C 0.2527 -0.6806 -1.4851  -0.2397
C 1.1754 -0.0952 -0.4824  -0.2185
N 2.3761 -0.9961 -0.3299  -0.6495
C 3.3983 -0.2740 0.4832  -0.4364
H -0.9788 -1.2147 -0.0536  0.3554
H -0.9854 -2.1608 -1.4570  0.3597
H 0.9833 -0.9985 -2.2688  0.2178
H -0.4906 0.1104 -1.7326  0.1575
H 1.4423 0.8666 -0.9369  0.1894
H 0.6431 0.0446 0.4719  0.1546
H 2.0007 -1.8740 0.0608  0.3680
H 3.9538 -0.9143 1.1849  0.1988
H 4.0196 0.1510 -0.3248  0.2124
H 2.8696 0.3422 1.2710  0.1770
H -5.5223 3.9168 2.4361  0.4763
H -5.0231 2.3948 2.3330  0.4736
O -5.6466 3.0454 1.9730  -0.9498

We find (2) to be the most stable, with the next structure 1.149 eV higher.

(1)
The following is a quantum chemistry calculation of a molecular structure, C7H21ClI2N5P2Pd, from the Open Molecules 2025 dataset.

- HOMO-LUMO gap (alpha / beta): 5.883 / 4.148 eV
- Spin multiplicity: 5
- Total charge: +3
- Expectation value of S²: 6.072
- HOMO energy (alpha / beta): -16.282 / -17.539 eV
- E_LUMO (alpha / beta): -10.40 / -13.39 eV

Last column: natural (NBO) charge in e.
Cartesian coordinates (Å):
I 3.1309 1.1323 2.4225  0.5406
I 3.5110 -1.1841 2.2243  0.4239
Pd -2.2558 -0.5219 0.3236  0.5753
P -3.9289 -0.1083 -1.2030  1.1684
C -4.2269 -0.1916 0.5941  -0.9944
C -3.0323 1.3355 -1.9435  -0.9037
H -3.9142 1.9830 -2.1555  0.2688
H -4.4567 -1.9866 -2.3062  0.2706
H -2.5128 1.0166 -2.8724  0.2914
H -2.8593 -1.3872 -2.9810  0.2944
H -3.4626 0.0528 1.4454  0.3127
H -2.3257 1.8539 -1.2614  0.2772
C -3.4451 -1.6213 -2.0795  -0.9114
H -4.8077 0.7801 0.6233  0.3241
H -2.9091 -2.3264 -1.4251  0.2742
H -4.8051 -1.0934 0.8427  0.3156
P 3.1924 0.0306 -1.5070  1.3157
C 4.4603 0.0985 -0.0768  -0.9854
C 3.2512 -1.6032 -2.5703  -0.9051
H 2.9027 0.8930 -3.8467  0.3189
H 4.5267 1.0045 -3.0905  0.2920
H 3.1845 2.0548 -2.5040  0.2640
C 3.4463 1.1136 -2.9267  -0.9425
H 2.8911 -1.4444 -3.6035  0.2770
H 4.3293 -1.7972 -2.7733  0.2804
H 5.1674 0.7598 -0.5528  0.3031
H 5.0919 -0.4225 0.7296  0.3069
H 2.7632 -2.5150 -2.1864  0.2824
H 3.3140 0.4020 0.3791  0.1830
Cl -0.3677 -0.5854 -1.0875  -0.6351
N -1.0955 1.4322 5.2439  -0.5943
N -0.6501 0.9494 4.0444  0.1512
N 0.2508 -0.0823 4.0044  -0.2501
C -0.0666 -0.6799 2.8247  0.0969
N -1.1963 -0.1478 2.3336  -0.3559
N -1.6318 0.7968 3.1429  -0.0028
H -1.4825 2.3580 5.1691  0.4124
H -0.4259 1.2887 5.9984  0.4166
H 0.4445 -1.6375 2.6069  0.2429

(2)
The following is a quantum chemistry calculation of a molecular structure, C7H21ClI2N5P2Pd, from the Open Molecules 2025 dataset.

- HOMO-LUMO gap (alpha / beta): 6.942 / 4.407 eV
- Spin multiplicity: 5
- Total charge: +3
- Expectation value of S²: 6.020
- HOMO energy (alpha / beta): -18.374 / -18.669 eV
- E_LUMO (alpha / beta): -11.43 / -14.26 eV

Last column: natural (NBO) charge in e.
Cartesian coordinates (Å):
I 0.0714 -2.6467 0.8399  0.4165
I 0.0987 1.1421 -2.8765  0.4864
Pd 0.5522 0.5687 0.3304  0.5469
P 1.8665 1.5915 1.3406  1.5934
C 0.5616 2.4672 2.1548  -1.0604
C 2.7480 0.4496 2.3984  -1.0187
H 3.3048 1.1213 3.0795  0.3071
H 3.4540 3.1485 1.1256  0.3035
H 3.4267 -0.1894 1.8049  0.3094
H 3.6331 1.9804 -0.2501  0.3166
H -0.2892 1.7751 2.4312  0.3007
H 2.0345 -0.1897 2.9567  0.2877
C 2.9308 2.5811 0.3478  -1.0241
H 1.0977 2.8771 3.0452  0.3306
H 2.3415 3.2425 -0.3009  0.2907
H 0.2303 3.2537 1.4202  0.2974
P 0.0928 -1.7383 -1.6094  0.8868
C -1.7472 -2.0585 -1.9629  -0.9697
C 0.6223 -1.6126 -3.4502  -0.8868
H 1.7827 -3.5262 -1.3650  0.2694
H 0.4302 -4.2040 -2.3660  0.3087
H 0.2480 -4.0126 -0.5772  0.2101
C 0.6929 -3.5630 -1.5106  -0.9031
H 1.7136 -1.4848 -3.4437  0.2628
H 0.3316 -2.4532 -4.1188  0.3130
H -1.9765 -2.9929 -2.5464  0.2934
H -2.1471 -1.1669 -2.5006  0.2436
H 0.1742 -0.6639 -3.8482  0.1829
H -2.2178 -2.1257 -0.9589  0.2472
Cl 2.2731 -0.5080 -0.7043  -0.3227
N -4.1373 1.0558 2.7513  -0.6190
N -3.2146 1.2727 1.6358  0.1813
N -3.6906 1.3498 0.3511  -0.1653
C -2.5593 1.0096 -0.3527  0.1580
N -1.5150 0.6842 0.4815  -0.4811
N -2.0661 0.5351 1.6929  -0.0689
H -3.4745 0.7056 3.5185  0.4555
H -5.1169 1.1797 2.4599  0.4738
H -2.5611 1.1452 -1.4237  0.2464

We find (2) to be the most stable, with the next structure 3.759 eV higher.

(1)
The following is a quantum chemistry calculation of 2 unconnected molecules or ions with the total composition C2H5N3O, from the Open Molecules 2025 dataset.

- HOMO-LUMO gap: 10.322 eV
- HOMO energy: -9.860 eV
- E_LUMO: 0.46 eV
- Structure (SMILES): [H]/N=N/C.N=C=O

Last column: natural (NBO) charge in e.
Cartesian coordinates (Å):
C 0.5889 -1.3783 -2.5673  0.8343
C -0.1658 -0.5065 0.9068  -0.4896
N -0.1440 1.1879 -0.5973  -0.3642
N -0.6567 0.7806 0.4357  -0.0723
N 0.9959 -0.2794 -2.4104  -0.7945
O 0.0920 -2.4072 -2.7532  -0.5440
H 0.2662 -0.1019 1.8013  0.2406
H 0.3306 -0.9030 0.0376  0.2077
H -1.1008 -1.0772 0.9830  0.2254
H -0.5655 2.1114 -0.6751  0.3394
H 0.7552 0.4641 -1.7654  0.4171

(2)
The following is a quantum chemistry calculation of a single C2H5N3O molecule, from the Open Molecules 2025 dataset.

- HOMO-LUMO gap: 9.434 eV
- HOMO energy: -8.347 eV
- E_LUMO: 1.09 eV
- Structure (SMILES): C=NO/C=N\N

Last column: natural (NBO) charge in e.
Cartesian coordinates (Å):
C -0.8917 1.2252 0.0392  0.2940
C 2.0929 -0.3167 -0.0706  -0.1118
H -0.8423 -1.3345 0.3211  0.3843
H -2.5269 -1.5089 -0.0799  0.3670
H -1.0659 2.2737 -0.0043  0.1706
H 2.6767 -1.1958 0.1525  0.1883
H 2.6733 0.5080 -0.3522  0.1706
N -1.6566 -0.9274 -0.1393  -0.6622
N -1.8341 0.3957 0.0442  -0.2789
N 0.8687 -0.2048 0.1572  -0.1434
O 0.5059 1.0856 -0.0678  -0.3782

We find (1) to be the most stable, with the next structure 1.471 eV higher.

(1)
The following is a quantum chemistry calculation of a single C2H5N3O molecule, from the Open Molecules 2025 dataset.

- HOMO-LUMO gap: 10.138 eV
- HOMO energy: -9.848 eV
- E_LUMO: 0.29 eV
- Structure (SMILES): [H]/N=C\NC(N)=O

Last column: natural (NBO) charge in e.
Cartesian coordinates (Å):
C -0.5596 -0.0995 0.9195  0.7801
C -0.0496 -0.7875 -1.3903  0.2850
H -0.5196 0.8456 2.7050  0.4012
H 1.1100 1.1154 1.7782  0.3973
H 0.5383 0.9558 -0.4395  0.3982
H -0.7357 -1.6391 -1.1469  0.2056
H 1.1228 0.2698 -2.6059  0.3280
N -0.1155 0.8846 1.8213  -0.8515
N 0.0222 0.0677 -0.3398  -0.6544
N 0.5851 -0.6431 -2.4962  -0.6764
O -1.3984 -0.9699 1.1945  -0.6131

(2)
The following is a quantum chemistry calculation of a single C2H5N3O molecule, from the Open Molecules 2025 dataset.

- HOMO-LUMO gap: 10.163 eV
- HOMO energy: -9.168 eV
- E_LUMO: 1.00 eV
- Structure (SMILES): [H]/N=C(\N)N1CO1

Last column: natural (NBO) charge in e.
Cartesian coordinates (Å):
C 0.6776 -0.5825 -1.6199  0.0814
N -0.3403 -0.3915 -0.7130  -0.2058
C -0.1434 -0.0935 0.6531  0.5573
N -1.0086 0.8689 1.0884  -0.8290
O -0.3226 0.6420 -1.6586  -0.3901
N 0.7357 -0.7581 1.2814  -0.7522
H -1.5266 1.3840 0.3948  0.4104
H -0.9713 1.1567 2.0512  0.4002
H 1.6546 -0.1360 -1.4596  0.1931
H 0.5863 -1.4177 -2.3086  0.1945
H 0.6584 -0.6725 2.2909  0.3404

(3)
The following is a quantum chemistry calculation of a single C2H5N3O molecule, from the Open Molecules 2025 dataset.

- HOMO-LUMO gap: 9.830 eV
- HOMO energy: -9.485 eV
- E_LUMO: 0.35 eV
- Structure (SMILES): N/N=C\NC=O

Last column: natural (NBO) charge in e.
Cartesian coordinates (Å):
C 0.6914 1.0273 -0.0578  0.2306
C -1.6446 -0.2917 -0.3633  0.5402
H 2.1908 -1.5958 0.0587  0.3645
H 0.9055 -1.0971 1.0789  0.3314
H 0.9284 2.0555 -0.0810  0.1844
H -1.4897 1.4967 0.4739  0.4115
H -0.9183 -1.1803 -0.7155  0.1505
N 1.2050 -1.1013 -0.1162  -0.6607
N 1.7143 0.1954 -0.1711  -0.2800
N -0.8421 0.8796 -0.1575  -0.7132
O -2.7408 -0.3884 0.0510  -0.5590

We find (1) to be the most stable, with the next structure 2.650 eV higher.

(1)
The following is a quantum chemistry calculation of a single C2H5N3O molecule, from the Open Molecules 2025 dataset.

- HOMO-LUMO gap: 9.690 eV
- HOMO energy: -9.588 eV
- E_LUMO: 0.10 eV
- Structure (SMILES): [H]/N=C(N)\C=N/O

Last column: natural (NBO) charge in e.
Cartesian coordinates (Å):
C 0.0276 -0.2736 -0.5397  0.3354
C 0.7686 0.6862 0.3710  -0.0910
H -0.1078 -1.8605 -1.5011  0.4331
H 0.6679 -2.0206 0.4061  0.4057
H -1.3582 0.9087 -1.1871  0.3402
H 1.9140 0.4469 0.0987  0.2044
H -1.1351 0.6190 1.3790  0.4565
N 0.4969 -1.4889 -0.6873  -0.8132
N -1.0485 -0.0208 -1.2835  -0.7134
N 0.5325 1.5791 1.3074  -0.0186
O -0.7580 1.4244 1.6365  -0.5391

(2)
The following is a quantum chemistry calculation of a single C2H5N3O molecule, from the Open Molecules 2025 dataset.

- HOMO-LUMO gap: 10.000 eV
- HOMO energy: -9.367 eV
- E_LUMO: 0.63 eV
- Structure (SMILES): [H]/N=C(/N)NC=O

Last column: natural (NBO) charge in e.
Cartesian coordinates (Å):
C -0.2490 -0.9745 0.0259  0.5758
C -0.1595 1.6129 0.0274  0.5351
H 1.5353 0.0076 0.1236  0.4340
H 1.5857 -1.7619 -0.2517  0.4029
H -1.9983 -1.6034 -0.2499  0.3317
H -1.7333 0.3802 0.4309  0.3978
H -0.8376 2.4530 0.1136  0.1376
N 1.1005 -0.9630 0.0364  -0.8328
N -0.9976 -1.9421 -0.2200  -0.7276
N -0.7333 0.3599 0.1900  -0.6570
O 1.0390 1.8139 -0.0664  -0.5975

We find (2) to be the most stable, with the next structure 4.428 eV higher.